The following is a quantum chemistry calculation of a cluster of 2 separate species, C3H8O2S in total at a distorted geometry, from the Open Molecules 2025 dataset.

Each line ends with the Löwdin charge.
Positions of all 14 atoms, in Å:
1 C 0.89 -1.61 0.24  -0.112
2 C 0.78 0.86 0.33  -0.280
3 C 0.71 -0.26 -0.37  -0.210
4 O 0.75 2.14 -0.18  -0.034
5 O -1.66 -0.75 -0.36  -0.665
6 S -2.46 0.31 0.26  0.822
7 H 0.31 -2.35 -0.32  0.067
8 H 1.94 -1.90 0.21  0.074
9 H 0.55 -1.62 1.27  0.076
10 H -1.49 1.15 0.85  -0.042
11 H 0.88 0.88 1.41  0.122
12 H 0.65 -0.22 -1.45  0.113
13 H 0.76 2.08 -1.14  0.097
14 H -2.61 1.30 -0.75  -0.030

## Properties
strongest force on any atom: 1.9 eV/A
HOMO: -8.2 eV
HOMO-LUMO gap: 8.8 eV